Computed, not measured: C31H47NO4P2Pm as an isolated structure, with the ωB97M-V functional and the def2-TZVPD basis.

Each line ends with the Löwdin spin population.
Cartesian coordinates (Å):
Pm -0.43358 0.35919 -0.11405  4.062
C -0.70599 -2.29697 0.61227  -0.008
C 0.60547 -2.18063 0.05761  -0.006
C 0.56186 -1.01851 2.05469  -0.007
C -0.72276 -1.61059 1.86010  -0.007
C 1.37460 -1.34870 0.92809  -0.008
C -1.87237 -2.99423 0.00718  0.000
H -1.55056 -3.69916 -0.76976  0.000
H -2.58844 -2.28926 -0.45559  0.000
H -2.43517 -3.55390 0.76523  0.000
C -1.86148 -1.56879 2.80446  -0.001
H -2.54665 -2.40285 2.62651  0.000
H -2.43751 -0.64194 2.67634  0.000
H -1.53672 -1.61660 3.85130  0.000
C 1.03615 -0.31668 3.27510  0.000
H 0.40760 -0.55757 4.14216  0.000
H 1.04446 0.78162 3.17376  0.000
H 2.06736 -0.62281 3.51367  0.000
C 2.80674 -0.97429 0.77206  0.000
H 3.35855 -1.22865 1.68486  0.000
H 2.96740 0.10107 0.59590  0.000
H 3.26043 -1.51817 -0.06107  0.000
C 1.14788 -2.92712 -1.11536  0.000
H 1.87324 -3.69063 -0.79070  0.000
H 1.68892 -2.26640 -1.81083  0.000
H 0.36817 -3.45277 -1.68050  0.000
C -1.85922 1.36024 -5.88256  0.000
C -2.03925 0.02866 -5.82000  0.000
C -1.23477 -0.98253 -6.55819  0.000
C 0.27934 -0.66915 -6.66601  0.000
C 0.89106 -0.01830 -5.46289  0.000
C 1.10599 1.30995 -5.38601  0.000
C 0.51474 2.34407 -6.29886  0.000
C -0.91570 2.06040 -6.82536  0.000
H -1.63277 -1.09129 -7.59105  0.000
H 0.45291 -0.06735 -7.57320  0.000
H -1.36622 -1.97233 -6.08488  0.000
H -0.85242 1.52531 -7.78701  0.000
H -2.53416 2.03195 -5.34564  0.000
H -2.93511 -0.39056 -5.37008  0.000
H -1.35858 3.04343 -7.05007  0.000
H 0.52360 3.32714 -5.79513  0.000
H 1.90062 1.69620 -4.75075  0.000
H 1.16349 2.46474 -7.18581  0.000
H 0.79366 -1.63034 -6.82167  0.000
H 1.34580 -0.70516 -4.75076  0.000
P -1.92717 0.53911 -2.37110  -0.005
P 1.61315 1.68447 -1.62685  -0.006
C -0.94383 1.89177 -3.18389  0.001
C 0.28990 2.61250 -2.58009  0.001
H -1.65938 2.64422 -3.54626  0.000
H -0.60802 1.33252 -4.06233  0.000
H 0.84585 3.05953 -3.41978  0.000
H -0.05401 3.43621 -1.93128  0.000
C 2.45197 3.05497 -0.77109  0.000
H 3.32592 2.66604 -0.23253  0.000
H 1.77043 3.49971 -0.03404  0.000
H 2.77962 3.81834 -1.48670  0.000
C 2.93781 1.00899 -2.67134  -0.002
H 3.38213 1.76416 -3.32961  0.000
H 2.57066 0.17823 -3.28568  0.000
H 3.72806 0.60574 -2.02562  0.000
C -3.63561 0.49098 -2.92464  -0.001
H -4.16858 -0.09815 -2.16721  0.000
H -3.79706 0.02971 -3.90461  0.000
H -4.04723 1.50837 -2.91466  0.000
C -1.07374 -0.98486 -2.99328  0.000
H 0.00874 -1.00736 -2.77874  0.000
H -1.16965 -1.02898 -4.08712  0.000
H -1.51655 -1.89998 -2.57624  0.000
O -0.08048 2.35374 1.16033  -0.004
C -1.13964 2.09179 1.84683  0.001
O -1.97041 1.21728 1.38513  -0.007
C -1.37160 2.69902 3.22302  0.000
C -1.25562 4.07411 3.51796  0.000
C -1.47465 4.53836 4.82024  0.000
C -1.69641 3.62240 5.86407  0.000
C -1.78686 2.25020 5.57947  0.000
C -1.62183 1.81309 4.27280  0.000
N -1.80024 4.03814 7.22345  0.000
O -1.77969 5.24835 7.51380  0.000
O -1.91292 3.14178 8.09303  0.000
H -1.00976 4.78634 2.73684  0.000
H -1.46108 5.59559 5.08270  0.000
H -1.98621 1.57493 6.40837  0.000
H -1.67392 0.73556 4.08123  0.000

Forces on the atoms, in the same order (eV/Å):
0.6 -1.7 2.5
0.6 0.7 0.1
-0.3 0.6 0.4
-0.4 -0.5 -0.8
0.9 0.3 -0.6
-0.9 -0.2 0.0
-0.4 -0.3 -0.2
-0.2 0.1 0.2
0.1 -0.3 0.1
0.1 0.0 -0.2
-0.6 0.2 0.3
0.1 0.1 0.1
0.0 -0.3 0.1
0.0 -0.1 -0.2
0.3 0.4 0.5
0.2 0.1 -0.2
0.0 -0.3 0.1
-0.3 0.1 0.0
0.5 0.0 0.1
0.1 0.0 -0.2
0.0 -0.2 0.1
0.0 0.1 0.1
0.3 -0.2 -0.4
-0.2 0.2 -0.1
-0.1 -0.2 0.0
0.2 0.2 0.1
-0.8 -0.8 -0.6
-0.6 1.1 -0.8
0.3 -0.6 -0.6
-0.6 -0.5 -0.4
0.9 1.0 -0.5
0.7 -0.9 -0.6
0.0 0.2 -0.4
0.2 0.4 -0.1
0.1 0.0 0.5
0.1 -0.2 0.5
0.0 0.4 -0.2
-0.1 0.1 0.5
0.0 -0.4 -0.1
0.3 0.2 0.2
0.1 -0.4 -0.1
0.0 -0.4 -0.1
-0.6 -0.2 0.3
-0.1 0.0 0.3
-0.1 0.3 -0.1
0.1 0.2 0.0
0.4 0.1 0.0
-0.2 0.2 0.5
0.1 -0.4 -0.7
0.2 0.1 -0.1
0.3 -0.1 0.3
0.0 0.6 0.2
-0.4 0.2 0.2
0.3 -0.3 0.0
0.0 0.2 0.2
-0.2 0.1 -0.2
0.2 -0.1 -0.2
0.0 -0.1 0.1
0.0 -0.1 -0.5
0.0 -0.1 0.2
0.1 0.2 0.1
-0.3 0.2 0.0
-0.6 -0.1 -0.2
0.0 0.2 -0.2
0.0 0.3 0.4
0.1 -0.2 0.0
-0.2 -0.2 -0.4
-0.3 0.2 0.1
0.1 0.0 0.5
0.0 0.3 0.0
-0.9 0.1 0.8
0.0 -0.3 -0.6
0.7 1.3 0.9
0.4 0.3 0.2
-0.2 -0.4 0.1
0.1 -0.3 0.6
0.2 -0.9 -2.4
0.1 0.7 0.3
-0.3 -0.5 0.0
-0.5 0.7 3.6
0.0 -2.0 -1.0
0.2 1.6 -1.8
-0.1 -0.1 0.1
0.2 -0.2 -0.3
0.1 0.0 -0.3
-0.1 0.6 0.0

For the strongest force on any atom, the calculation gives 3.73 eV/Å. For the highest occupied orbital energy (alpha / beta), the calculation gives -10.38 / -10.41 eV. The multiplicity is 5. The charge is +1. The relative energy (zero: lowest compared OMol25 entry of this formula, charge and spin) comes out at 0.0 kJ/mol. The value obtained for the HOMO-LUMO gap (alpha / beta) is 7.419 / 7.465 eV. The LUMO energy (alpha / beta) is -2.96 / -2.94 eV.

Computed, not measured: a 7-piece molecular cluster, C31H48BF7N2O20Si overall, with the ωB97M-V functional and the def2-TZVPD basis.

Each line ends with the Löwdin charge.
Cartesian coordinates (Å):
C 3.34552 -2.10522 -0.92349  -0.096
C 1.81492 -1.87286 -1.01410  -0.191
B 1.49438 -0.64036 -0.08310  -0.470
O 1.57220 -0.80467 1.28733  0.074
Si 0.99486 1.20501 -0.78475  0.722
C 2.62112 2.08827 -1.19834  -0.256
C 2.57134 3.44355 -1.90568  -0.241
C 3.94915 4.09316 -2.01172  -0.210
F 3.84181 5.48644 -1.93101  -0.075
C -0.10668 0.92673 -2.28382  -0.246
C -1.16429 -0.17636 -2.05074  -0.248
C -2.61318 0.27848 -2.26186  -0.202
C -3.08314 1.31489 -1.23800  -0.201
C -3.44652 0.67766 0.09941  -0.280
N -3.53850 1.61058 1.23172  0.016
C 0.02763 2.01286 0.63549  -0.214
C -0.01259 3.54819 0.83493  -0.145
C -0.98733 4.24220 -0.07086  -0.486
N -0.65807 4.28460 -1.46027  0.124
O -2.02910 4.69434 0.35642  0.074
H 3.87097 -1.30346 -1.44455  0.071
H 3.61931 -3.05628 -1.38424  0.069
H 3.66228 -2.09848 0.12316  0.066
H 1.27488 -2.75700 -0.64419  0.101
H 1.52357 -1.69057 -2.04977  0.071
H 1.46896 -1.73159 1.53833  0.101
H 3.15847 1.38435 -1.85185  0.082
H 3.20694 2.14989 -0.27236  0.083
H 2.16795 3.30976 -2.91394  0.112
H 1.93667 4.15995 -1.38326  0.077
H 4.59339 3.76554 -1.18711  0.111
H 4.45249 3.84643 -2.95088  0.116
H -0.58728 1.85329 -2.61267  0.059
H 0.53714 0.62061 -3.11916  0.080
H -0.97047 -0.98039 -2.76875  0.094
H -1.10074 -0.60412 -1.04137  0.092
H -2.73874 0.66174 -3.28028  0.117
H -3.24567 -0.60990 -2.14673  0.091
H -2.29448 2.05879 -1.07872  0.070
H -3.96049 1.85617 -1.60842  0.118
H -4.41526 0.17444 -0.01591  0.109
H -2.72783 -0.10329 0.37128  0.105
H -3.55847 2.57686 0.93176  0.051
H -2.75464 1.48601 1.85665  0.035
H 0.50186 1.61566 1.54181  0.062
H -1.00520 1.65831 0.66637  0.054
H 0.99641 3.96604 0.75357  0.114
H -0.36571 3.76179 1.84975  0.114
H -1.48044 4.03183 -1.99704  0.085
H -0.35006 5.21087 -1.73264  0.101
O 0.76945 -3.08374 -3.88781  0.155
C 1.08422 -4.21321 -3.70884  -0.554
O 1.56064 -4.72116 -2.55053  0.065
C 1.67285 -6.14238 -2.69467  -0.038
C 1.75190 -6.30461 -4.19894  -0.308
F 1.16114 -7.44033 -4.63133  0.084
O 1.01432 -5.18524 -4.65610  0.128
H 0.77190 -6.61904 -2.30609  0.139
H 2.54738 -6.50667 -2.16425  0.142
H 2.76080 -6.25503 -4.61169  0.175
O -4.40688 -3.13381 -1.42483  0.185
C -3.70775 -3.56111 -2.27642  -0.549
O -3.25470 -2.86556 -3.34166  0.064
C -2.29876 -3.66555 -4.04272  -0.035
C -2.67899 -5.06392 -3.60387  -0.294
F -1.59935 -5.88250 -3.49209  0.073
O -3.22436 -4.83966 -2.31958  0.130
H -1.29762 -3.40758 -3.69726  0.107
H -2.37022 -3.49633 -5.11281  0.150
H -3.42548 -5.55679 -4.22827  0.174
O -3.25972 10.43745 2.61779  0.181
C -3.48653 9.51076 1.91825  -0.555
O -2.74383 8.38581 1.84463  0.076
C -3.41868 7.43983 1.00398  -0.048
C -4.30429 8.34724 0.17629  -0.315
F -5.48797 7.77258 -0.15028  0.073
O -4.53755 9.43311 1.05084  0.128
H -4.01852 6.76675 1.61732  0.149
H -2.70874 6.86146 0.42547  0.107
H -3.84183 8.72424 -0.73817  0.170
O 6.46950 -1.63372 -0.93493  0.181
C 6.78128 -1.53025 0.19989  -0.551
O 6.30362 -0.59332 1.05331  0.067
C 6.78419 -0.88475 2.36716  -0.049
C 8.01467 -1.71985 2.07231  -0.316
F 8.23009 -2.67477 3.00696  0.077
O 7.67549 -2.33239 0.84402  0.133
H 6.04198 -1.47627 2.90539  0.144
H 6.99140 0.03365 2.90777  0.140
H 8.93386 -1.14634 1.94170  0.173
O -1.32396 3.22632 4.96592  0.187
C -0.99484 2.09138 4.94019  -0.549
O -0.40952 1.41778 5.95484  0.076
C -0.29764 0.03456 5.58637  -0.042
C -0.33812 0.11921 4.07458  -0.318
F -0.95402 -0.94577 3.51058  0.073
O -1.13815 1.26542 3.86225  0.108
H -1.15475 -0.52287 5.96169  0.135
H 0.62091 -0.38961 5.97942  0.141
H 0.63074 0.26223 3.59086  0.157
O -1.30449 -3.04508 5.29854  0.171
C -1.86452 -3.83017 4.61314  -0.549
O -1.38870 -5.05098 4.27192  0.071
C -2.41726 -5.75546 3.56940  -0.047
C -3.28717 -4.62183 3.06012  -0.312
F -4.59542 -4.95439 3.02049  0.084
O -3.08016 -3.62615 4.04313  0.140
H -2.97555 -6.37831 4.26953  0.144
H -1.98768 -6.37066 2.78476  0.138
H -2.99794 -4.22340 2.08587  0.174

Forces on the atoms, in the same order (eV/Å):
-0.5 0.0 -0.1
0.1 0.3 0.4
0.0 0.0 -0.1
-0.5 0.0 -0.1
-0.1 0.1 0.2
-0.1 -0.1 -0.2
0.3 0.2 -0.1
0.1 -0.3 0.2
0.0 -0.1 -0.1
0.1 -0.1 -0.3
-0.2 0.1 -0.3
-0.1 -0.1 0.3
0.1 0.0 0.0
-0.3 0.0 0.4
0.0 -0.2 -0.1
0.2 0.4 0.1
0.1 0.0 0.5
-0.3 0.3 0.3
0.1 -0.5 -0.1
0.2 -0.3 -0.3
0.1 -0.1 0.1
0.1 0.1 0.1
0.2 -0.1 -0.1
0.1 0.0 -0.2
0.0 -0.2 0.1
0.4 0.0 0.1
0.0 0.0 0.2
0.0 0.0 0.0
-0.2 0.1 0.1
0.0 -0.1 0.0
-0.1 0.2 0.0
0.0 0.1 0.0
0.1 0.0 0.1
0.0 0.1 0.1
0.0 -0.1 0.3
0.1 -0.1 -0.1
0.0 -0.1 0.1
-0.1 0.2 -0.2
0.0 0.0 0.0
0.1 0.0 0.0
0.2 -0.1 -0.1
0.0 0.0 -0.1
0.0 0.0 0.0
-0.1 0.2 0.1
-0.1 0.0 -0.1
0.1 -0.2 -0.1
-0.1 0.1 -0.3
0.1 0.0 -0.1
-0.1 0.4 0.0
0.1 0.0 0.0
0.0 0.0 0.0
0.1 -0.3 0.0
-0.1 0.0 -0.1
0.0 -0.1 0.1
-0.1 0.0 0.0
-0.1 0.0 0.0
0.3 0.2 -0.1
0.0 0.0 -0.1
0.1 0.1 0.0
0.0 -0.1 0.0
0.0 0.0 0.1
0.3 0.1 -0.1
-0.2 0.0 0.0
0.1 0.0 0.0
-0.1 0.2 0.1
0.0 0.0 0.1
-0.2 -0.1 -0.1
-0.1 -0.1 -0.1
-0.1 0.0 0.0
0.1 -0.1 0.0
0.0 0.0 0.1
-0.1 -0.1 0.0
0.0 -0.1 0.0
0.0 0.0 0.0
0.0 0.0 0.1
0.0 0.0 0.1
0.1 0.1 -0.2
-0.1 0.0 0.0
0.1 0.1 0.1
-0.1 -0.1 -0.1
0.1 -0.1 -0.1
-0.1 0.0 0.1
0.0 0.0 0.0
0.0 0.0 0.1
-0.1 0.0 0.0
-0.1 0.0 0.0
0.2 0.1 -0.1
0.0 0.0 0.0
0.0 0.1 -0.1
0.0 0.0 0.1
0.0 0.1 0.0
-0.1 -0.1 0.0
0.1 -0.1 0.1
0.0 0.0 0.0
-0.1 0.0 0.1
0.0 0.0 -0.2
0.2 0.2 -0.2
0.0 0.0 -0.1
0.0 0.1 0.0
0.0 -0.1 -0.1
0.1 -0.1 0.2
-0.2 0.0 0.0
0.0 0.0 0.0
0.0 -0.1 0.0
0.0 0.0 0.0
0.0 0.0 0.1
0.1 0.1 -0.1
-0.1 0.0 0.0
0.1 0.1 0.0
-0.1 0.0 0.0

The SMILES is CCB(O)[Si@@](CCCF)(CCCCCN)CCC(N)=O.O=C1OC[C@@H](F)O1.O=C1OC[C@@H](F)O1.O=C1OC[C@@H](F)O1.O=C1OC[C@@H](F)O1.O=C1OC[C@@H](F)O1.O=C1OC[C@@H](F)O1. For the strongest force on any atom, the calculation gives 0.56 eV/Å. For the highest occupied orbital energy, the calculation gives -8.60 eV. The multiplicity is 1. The value obtained for the HOMO-LUMO gap is 8.379 eV. The LUMO energy is -0.22 eV.

- Which formula does entry 2 have?
  C31H48BF7N2O20Si

- The lowest multiplicity belongs to which entry?
  C31H48BF7N2O20Si

- Which of these has the lowest strongest force on any atom?
  C31H48BF7N2O20Si